Entry 1:
Molecular formula: C54H50Cl5Ge2MgS4
Method: DFT, ωB97M-V with the def2-TZVPD basis set

Results
Frontier orbital gap = 8.0 eV
Total charge = -1
Multiplicity = 1
LUMO level = 2.312 eV
Calculated total energy = -281252.70764 eV

Geometry (Å):
1 Mg 0.32914 0.12955 3.20030
2 C -6.50280 0.34811 0.90769
3 C -5.34557 -0.51712 0.48488
4 C -4.87884 -1.53411 1.30268
5 C -3.86026 -2.39217 0.89665
6 C -3.43451 -3.53081 1.78291
7 C -3.27112 -2.19697 -0.35412
8 C -3.70655 -1.15749 -1.18556
9 C -3.03250 -0.89262 -2.50427
10 C -4.74242 -0.33930 -0.75556
11 C -2.24675 -3.16413 -0.85722
12 C -2.73565 -4.29843 -1.50350
13 C -1.87672 -5.26622 -1.99282
14 C -0.51149 -5.10210 -1.83774
15 C 0.00040 -3.97808 -1.19835
16 C -0.86386 -2.98876 -0.70343
17 Ge -0.11868 -1.49340 0.36134
18 S 0.07230 -2.13273 2.43761
19 S -1.30176 0.43320 0.37982
20 Ge 0.74750 1.36902 0.18538
21 S 1.47516 1.94981 2.14702
22 S 1.70258 -0.53301 -0.54499
23 C 0.82292 2.86604 -1.10633
24 C -0.16090 3.86829 -1.04856
25 C -0.09033 4.96989 -1.89397
26 C 0.94334 5.09515 -2.80671
27 C 1.91215 4.11066 -2.87232
28 C 1.86930 3.00114 -2.02774
29 C 2.99631 2.02871 -2.18107
30 C 4.11899 2.10198 -1.35722
31 C 4.18865 3.04638 -0.18629
32 C 5.20569 1.26847 -1.62383
33 C 5.20728 0.38990 -2.69251
34 C 6.42722 -0.42671 -3.02609
35 C 4.06258 0.30998 -3.48223
36 C 2.95651 1.10754 -3.23848
37 C 1.71830 0.97102 -4.08279
38 C -1.33089 3.75716 -0.12673
39 C -1.26707 4.22413 1.18559
40 C -0.07400 4.97356 1.71618
41 C -2.36256 4.02151 2.02557
42 C -3.51788 3.40420 1.58052
43 C -4.67406 3.13811 2.50663
44 C -3.58520 3.01644 0.24503
45 C -2.51380 3.17934 -0.61376
46 C -2.60799 2.70687 -2.04016
47 C 1.48251 -3.84793 -1.07374
48 C 2.14895 -4.30998 0.06043
49 C 1.43946 -5.05335 1.16119
50 C 3.52550 -4.10734 0.15867
51 C 4.24533 -3.49204 -0.84972
52 C 5.71721 -3.21607 -0.70843
53 C 3.56760 -3.09753 -1.99985
54 C 2.19946 -3.25719 -2.12512
55 C 1.48553 -2.74527 -3.34662
56 H -6.78807 0.14726 1.94041
57 H -7.37589 0.16749 0.27627
58 H -6.26158 1.40856 0.82683
59 H -5.33124 -1.68330 2.27782
60 H -3.97442 -3.50174 2.72933
61 H -2.36716 -3.48376 2.00431
62 H -3.63179 -4.49244 1.30281
63 H -2.84796 -1.81047 -3.06362
64 H -2.06070 -0.41924 -2.32704
65 H -3.62920 -0.21857 -3.11932
66 H -5.09126 0.45286 -1.41072
67 H -3.80861 -4.41304 -1.60924
68 H -2.26933 -6.14705 -2.48626
69 H 0.17885 -5.84973 -2.21175
70 H -0.86345 5.72720 -1.82978
71 H 0.99402 5.95595 -3.46241
72 H 2.73137 4.19396 -3.57752
73 H 3.53087 3.90529 -0.31458
74 H 5.20784 3.40848 -0.04371
75 H 3.87730 2.54144 0.73130
76 H 6.08036 1.33082 -0.98368
77 H 7.11210 -0.48089 -2.17986
78 H 6.96882 0.01637 -3.86575
79 H 6.16488 -1.44555 -3.31508
80 H 4.03280 -0.39480 -4.30813
81 H 1.77716 0.07946 -4.70666
82 H 1.56939 1.83745 -4.73170
83 H 0.83244 0.88632 -3.44854
84 H 0.80219 4.85287 1.08262
85 H 0.18847 4.61697 2.71092
86 H -0.30597 6.04100 1.77978
87 H -2.29260 4.34063 3.06070
88 H -4.43956 3.43892 3.52744
89 H -4.91736 2.07307 2.51904
90 H -5.57049 3.67525 2.18760
91 H -4.48306 2.53645 -0.12522
92 H -3.61831 2.36291 -2.26263
93 H -1.92065 1.87496 -2.21455
94 H -2.34677 3.49997 -2.74296
95 H 0.36324 -4.89690 1.13804
96 H 1.79562 -4.72499 2.13673
97 H 1.63061 -6.12644 1.06630
98 H 4.03562 -4.42749 1.06165
99 H 6.09712 -3.57981 0.24614
100 H 5.90744 -2.14184 -0.75967
101 H 6.29047 -3.69123 -1.50789
102 H 4.11252 -2.60638 -2.79793
103 H 2.20379 -2.39667 -4.08928
104 H 0.83863 -1.90491 -3.08036
105 H 0.85597 -3.51324 -3.79912
106 Cl -2.06990 1.16307 4.40966
107 C -0.96207 0.80430 5.73622
108 C 0.26781 0.28943 5.37096
109 C 1.12289 0.01221 6.42226
110 Cl 2.69775 -0.64125 6.04679
111 C 0.78621 0.22917 7.75694
112 Cl 1.89240 -0.13884 9.03116
113 C -0.46948 0.75413 8.06554
114 Cl -0.91496 1.03563 9.70919
115 C -1.36606 1.05128 7.04162
116 Cl -2.92275 1.70411 7.40030

Results of the Löwdin charge analysis, in e, for atoms 1 through 8: atom 1 (Mg): 0.08, atom 2 (C): -0.05, atom 3 (C): -0.26, atom 4 (C): 0.00, atom 5 (C): -0.20, atom 6 (C): -0.03, atom 7 (C): -0.17, atom 8 (C): -0.24

Entry 2:
Molecular formula: C38H29Cl2N10O2RuS2
Method: DFT, ωB97M-V with the def2-TZVPD basis set

Results
⟨S²⟩ = 0.77
Frontier orbital gap (spin up / spin down) = 5.6 / 5.5 eV
Multiplicity = 2
LUMO level (spin up / spin down) = -1.446 / -1.458 eV
Calculated total energy = -108170.87172 eV

Geometry (Å):
1 Ru -0.48676 0.48221 -0.19772
2 Cl 6.29525 1.89675 -1.34676
3 C 4.76412 1.83473 -0.53325
4 C 3.84529 0.87463 -0.94695
5 C 2.60477 0.83347 -0.33962
6 N 1.55702 -0.03758 -0.63876
7 C 1.77254 -1.16542 -1.31314
8 O 2.80109 -1.61850 -1.81315
9 C 0.52160 -1.99860 -1.35455
10 C 0.52366 -3.21913 -2.01202
11 C -0.60183 -4.00757 -1.96707
12 C -1.70102 -3.55121 -1.25637
13 C -1.64736 -2.30958 -0.65224
14 N -0.55243 -1.52456 -0.68639
15 C 2.28265 1.74007 0.69414
16 C 3.21952 2.66275 1.12950
17 C 4.45788 2.71327 0.49730
18 Cl 5.59821 3.90000 1.04342
19 N 1.01178 1.53055 1.19021
20 C 0.61550 1.90824 2.39706
21 O 1.13250 2.65994 3.22013
22 C -0.62746 1.13498 2.77157
23 C -1.25889 1.36427 3.98280
24 C -2.30957 0.55294 4.35515
25 C -2.67328 -0.48759 3.51440
26 C -2.00818 -0.63763 2.31438
27 N -1.01328 0.16485 1.91940
28 H 4.10173 0.18172 -1.73289
29 H 1.43662 -3.50442 -2.51522
30 H -0.62866 -4.96737 -2.46648
31 H -2.60848 -4.13140 -1.18232
32 H -2.50253 -1.92161 -0.13409
33 H 2.99280 3.31961 1.95393
34 H -0.87897 2.16647 4.59644
35 H -2.82870 0.71255 5.28980
36 H -3.46428 -1.17481 3.77143
37 H -2.26299 -1.44547 1.64820
38 S -2.83395 0.50134 -0.52090
39 C -2.72196 0.37304 -2.24661
40 N -3.82404 0.23872 -2.94376
41 N -3.77556 0.01052 -4.25595
42 C -2.93130 -0.78556 -5.05176
43 C -2.15086 -1.81486 -4.54164
44 C -1.40727 -2.59554 -5.40813
45 C -1.43433 -2.37033 -6.77868
46 C -2.24062 -1.36012 -7.28266
47 C -2.99080 -0.57251 -6.42441
48 N -1.56767 0.59864 -2.93671
49 N -0.54294 0.83726 -2.24662
50 C 0.54756 1.27644 -3.06380
51 C 1.30636 2.34538 -2.61393
52 C 2.31973 2.84315 -3.41503
53 C 2.58355 2.25885 -4.64501
54 C 1.81908 1.18458 -5.08387
55 C 0.78768 0.69528 -4.30293
56 H -4.64684 0.25801 -4.70291
57 H -2.12530 -2.01359 -3.47928
58 H -0.79232 -3.38929 -5.00182
59 H -0.84130 -2.98120 -7.44353
60 H -2.28384 -1.17627 -8.34722
61 H -3.61168 0.22099 -6.81848
62 H 1.09995 2.78082 -1.64467
63 H 2.92117 3.66878 -3.06073
64 H 3.39348 2.63082 -5.25568
65 H 2.03017 0.72123 -6.03797
66 H 0.18023 -0.13505 -4.63611
67 N -1.97062 3.49269 -2.40024
68 C -1.23449 4.01171 -1.40171
69 S -1.08235 3.22608 0.07440
70 N -0.69386 5.21974 -1.68329
71 C 0.18450 6.02932 -0.91186
72 C -0.02168 7.40175 -0.96707
73 C 0.83675 8.25864 -0.29850
74 C 1.89521 7.74552 0.43279
75 C 2.09703 6.37493 0.47606
76 C 1.25339 5.50913 -0.19941
77 H -2.46916 2.63346 -2.23057
78 H -1.92680 3.84922 -3.33935
79 H -1.07024 5.69098 -2.49523
80 H -0.85801 7.79810 -1.52891
81 H 0.67003 9.32518 -0.34647
82 H 2.56246 8.40941 0.96237
83 H 2.92462 5.96479 1.03396
84 H 1.43018 4.44922 -0.16368

Results of the Löwdin charge analysis, in e, for atoms 1 through 8: atom 1 (Ru): 1.08, atom 2 (Cl): 0.65, atom 3 (C): -0.68, atom 4 (C): -0.04, atom 5 (C): -0.22, atom 6 (N): 0.01, atom 7 (C): -0.48, atom 8 (O): 0.04

Entry 3:
Molecular formula: C28H56F5N5O9PSi
Method: DFT, ωB97M-V with the def2-TZVPD basis set

Results
Frontier orbital gap = 4.7 eV
Total charge = +1
Multiplicity = 1
LUMO level = -5.620 eV
Calculated total energy = -86550.29836 eV

Geometry (Å):
1 C -4.14678 -1.04809 1.10816
2 C -2.75940 -1.38594 0.23519
3 O -3.23673 -1.81589 -1.08692
4 C -1.69598 -0.14244 0.23547
5 C -0.12516 -0.60105 0.58549
6 C 1.07511 -0.64784 -0.58568
7 P 0.64589 -0.24999 -2.44565
8 N -1.02563 -0.69216 -2.86417
9 O 1.56629 -1.33488 -3.51566
10 C 2.65942 -1.03517 -0.18132
11 C 3.90912 -1.04422 -1.23519
12 F 5.25867 -0.75576 -0.63139
13 F 3.84230 0.06719 -2.26480
14 C 4.11766 -2.53061 -1.97570
15 F 5.53503 -3.00013 -1.74768
16 F 3.09344 -3.44688 -1.43011
17 C 2.85915 -1.43980 1.43059
18 C 4.23796 -1.94401 2.12393
19 C 4.12385 -3.60658 2.23391
20 O 5.40365 -4.30038 2.04212
21 Si 5.10345 -6.01224 1.78679
22 C 6.27024 -7.17779 2.85097
23 C 5.37411 -6.32481 -0.13277
24 C 3.30836 -6.59919 2.16207
25 C 1.56114 -1.39428 2.48868
26 F 1.76358 -1.79364 3.93371
27 N 0.14272 -0.96410 2.05693
28 C -0.87510 -0.98624 3.16739
29 O -0.59003 0.13442 4.09550
30 N -0.40675 1.28442 3.37342
31 O 0.09412 2.06846 4.18162
32 H -4.04135 -1.34711 2.24812
33 H -4.45419 0.08506 0.95676
34 H -4.95887 -1.80270 0.66584
35 H -2.24485 -2.33807 0.72950
36 H -3.64960 -2.73393 -0.90949
37 H -2.00768 0.55215 1.15684
38 H -1.76226 0.57396 -0.69746
39 H -1.08921 -0.67770 -3.90836
40 H -1.09792 -1.72320 -2.62000
41 H 1.50387 -2.27735 -3.14238
42 H 4.04275 -2.36321 -3.14964
43 H 5.24615 -1.56197 1.71746
44 H 4.20625 -1.58023 3.26271
45 H 3.61016 -3.83772 3.28731
46 H 3.37814 -3.91773 1.37715
47 H 6.75728 -7.98611 2.13524
48 H 7.04294 -6.58315 3.49747
49 H 5.57924 -7.80465 3.59600
50 H 4.31545 -6.31286 -0.68517
51 H 6.01112 -5.41386 -0.55989
52 H 5.93604 -7.34509 -0.24370
53 H 3.20166 -7.03789 3.26745
54 H 3.10941 -7.53674 1.45268
55 H 2.46367 -5.82473 1.90106
56 H -1.99196 -0.90283 2.86523
57 H -0.78006 -1.99236 3.80382
58 C -6.70806 5.84365 6.21194
59 O -5.72895 5.75309 5.18489
60 C -4.49089 6.38514 5.53805
61 C -3.38019 5.33009 5.68103
62 N -3.58810 4.50133 6.87292
63 C -2.70456 3.33256 6.93091
64 C -2.89566 2.25305 5.84633
65 O -4.14575 1.56631 5.93150
66 C -5.21351 2.20086 5.24170
67 H -7.64925 5.44696 5.82132
68 H -6.41651 5.24539 7.07856
69 H -6.86699 6.88494 6.50948
70 H -4.58066 6.99805 6.44163
71 H -4.23248 7.05214 4.70915
72 H -2.41275 5.83708 5.75682
73 H -3.38195 4.71988 4.77312
74 H -4.55161 4.17509 6.88729
75 H -2.87336 2.86114 7.90751
76 H -1.66061 3.67034 6.92488
77 H -2.12668 1.48924 6.01324
78 H -2.72177 2.63444 4.83469
79 H -4.87547 2.74402 4.35344
80 H -5.75462 2.86579 5.91540
81 H -5.91512 1.42489 4.91939
82 C 1.85526 4.40005 -7.30970
83 O 0.74618 4.07019 -8.13603
84 C 1.11779 3.29510 -9.28413
85 C 0.52708 1.87828 -9.17970
86 N 1.19305 1.10375 -8.12743
87 C 0.51791 -0.16090 -7.81937
88 C -0.89240 -0.07200 -7.20188
89 O -0.91176 0.49281 -5.88955
90 C -0.99923 1.91060 -5.86075
91 H 1.50798 5.08413 -6.53045
92 H 2.25810 3.50614 -6.82744
93 H 2.63797 4.90107 -7.88798
94 H 2.20283 3.26737 -9.43278
95 H 0.67648 3.79274 -10.15381
96 H 0.65196 1.36692 -10.13973
97 H -0.54313 1.97806 -8.97636
98 H 1.23114 1.66147 -7.27744
99 H 1.16249 -0.69457 -7.10930
100 H 0.47733 -0.77708 -8.72636
101 H -1.25902 -1.09915 -7.08719
102 H -1.61101 0.42895 -7.85896
103 H -1.56563 2.31352 -6.70641
104 H -0.00151 2.34874 -5.82339
105 H -1.51424 2.19800 -4.93855

Results of the Löwdin charge analysis, in e, for atoms 1 through 8: atom 1 (C): -0.06, atom 2 (C): -0.38, atom 3 (O): -0.13, atom 4 (C): -0.09, atom 5 (C): 0.00, atom 6 (C): -0.14, atom 7 (P): 0.92, atom 8 (N): -0.18

Entry 4:
Molecular formula: C15H22N2O
Method: DFT, ωB97M-V with the def2-TZVPD basis set

Results
Frontier orbital gap = 8.8 eV
SMILES = CC(=O)N1CCN(CCCc2ccccc2)CC1
Multiplicity = 1
LUMO level = 0.775 eV
Calculated total energy = -20940.07370 eV

Geometry (Å):
1 C -4.55149 -2.11411 -0.11314
2 C -4.27925 -0.65808 0.20862
3 O -5.18396 0.13464 0.39505
4 N -2.98080 -0.28680 0.30617
5 C -1.81779 -1.08672 0.00680
6 C -1.09456 -0.49977 -1.22332
7 N -0.78745 0.90551 -1.11727
8 C 0.51441 1.28835 -0.62882
9 C 0.79623 1.16395 0.87736
10 C 2.26450 1.48199 1.19034
11 C 3.18286 0.44780 0.60349
12 C 3.92030 0.70782 -0.54411
13 C 4.73518 -0.26512 -1.09656
14 C 4.82256 -1.51463 -0.50802
15 C 4.09392 -1.78409 0.63827
16 C 3.28140 -0.80948 1.18801
17 C -1.93296 1.67868 -0.69111
18 C -2.64630 1.10382 0.54271
19 H -5.62803 -2.26062 -0.10024
20 H -4.09663 -2.76744 0.62802
21 H -4.17407 -2.36977 -1.10082
22 H -2.09260 -2.11993 -0.19306
23 H -1.15358 -1.06961 0.87915
24 H -0.17414 -1.05549 -1.40969
25 H -1.75769 -0.62478 -2.08973
26 H 0.66906 2.33229 -0.92363
27 H 1.24654 0.68142 -1.16999
28 H 0.58074 0.14819 1.21251
29 H 0.15805 1.85559 1.43088
30 H 2.51116 2.46901 0.79440
31 H 2.39393 1.50831 2.27521
32 H 3.85764 1.68210 -1.00810
33 H 5.30321 -0.04669 -1.98915
34 H 5.45783 -2.27465 -0.93834
35 H 4.16102 -2.75584 1.10586
36 H 2.71983 -1.02377 2.08690
37 H -1.61962 2.70497 -0.49717
38 H -2.65193 1.68720 -1.51997
39 H -3.57624 1.64248 0.72960
40 H -2.00672 1.16496 1.42918

Results of the Löwdin charge analysis, in e, for atoms 1 through 8: atom 1 (C): 0.00, atom 2 (C): -0.51, atom 3 (O): 0.04, atom 4 (N): -0.07, atom 5 (C): -0.13, atom 6 (C): -0.15, atom 7 (N): -0.18, atom 8 (C): -0.19

What is the calculated total energy in the first record?
-281252.70764 eV

Which value of calculated total energy does entry 4 give?
-20940.07370 eV

The lowest calculated total energy belongs to which entry?
C54H50Cl5Ge2MgS4

Number 3 is which compound?
C28H56F5N5O9PSi